{"formula": "C16H44FN4O4Pd2", "method": "the ωB97M-V functional and the def2-TZVPD basis", "energy_ev": -41092.68732, "relative_energy_kj_mol": 776.7, "total_charge": 3, "e_homo_ev": [-15.7, -15.5], "multiplicity": 5, "elements": ["Pd", "Pd", "F", "C", "C", "C", "O", "C", "N", "H", "H", "H", "H", "H", "H", "H", "H", "H", "H", "H", "C", "C", "C", "O", "C", "N", "H", "H", "H", "H", "H", "H", "H", "H", "H", "H", "H", "C", "C", "C", "O", "C", "N", "H", "H", "H", "H", "H", "H", "H", "H", "H", "H", "H", "C", "C", "C", "O", "C", "N", "H", "H", "H", "H", "H", "H", "H", "H", "H", "H", "H"], "xyz": [[-1.0566, -2.1283, 1.8417], [3.7204, 0.7956, 0.2449], [1.1769, -0.1244, 1.4767], [1.4278, 0.8277, -4.4894], [2.0905, 1.2948, -3.2185], [1.2275, 2.1955, -2.3622], [2.1085, 2.7076, -1.3701], [1.6855, 3.7563, -0.5993], [2.5636, 0.1137, -2.4612], [0.7112, 0.0359, -4.2710], [2.1263, 0.6116, -5.2978], [0.7929, 1.6281, -4.8694], [3.0628, 1.7209, -3.4657], [0.3593, 1.7286, -1.8971], [0.8112, 3.0074, -2.9586], [2.4176, 3.9362, 0.1880], [0.6913, 3.5849, -0.1866], [1.8040, 4.6837, -1.1597], [3.3407, -0.3831, -2.8728], [1.7589, -0.4809, -2.3235], [7.0188, -3.7181, 1.6575], [6.0411, -3.1854, 0.5520], [5.4273, -4.2790, -0.2379], [6.3568, -4.9029, -1.1537], [5.8811, -6.1255, -1.7240], [5.0643, -2.4317, 1.3405], [7.3145, -2.8449, 2.2390], [7.9286, -4.2466, 1.3726], [6.3693, -4.2716, 2.3357], [6.4972, -2.4337, -0.0923], [4.5088, -3.9944, -0.7510], [4.9994, -4.9258, 0.5280], [5.8099, -6.7765, -0.8527], [6.5823, -6.3293, -2.5332], [4.8800, -6.0458, -2.1477], [4.3936, -3.0962, 1.6992], [5.4821, -2.3133, 2.2523], [-5.6793, -0.1404, -0.6172], [-4.4053, -0.2113, -1.4032], [-4.4456, 0.7852, -2.5553], [-4.1738, 2.0975, -2.1731], [-3.8614, 3.0551, -3.2481], [-3.2136, -0.1543, -0.5917], [-6.6578, -0.2829, -1.0759], [-5.8192, 0.8465, -0.1761], [-5.5562, -0.8798, 0.1742], [-4.4068, -1.1726, -1.9171], [-5.2579, 0.6780, -3.2741], [-3.5395, 0.4959, -3.0878], [-3.4234, 2.6545, -4.1624], [-3.2484, 3.8379, -2.8014], [-4.8206, 3.5243, -3.4665], [-3.3450, 0.7094, -0.0848], [-2.5361, 0.1744, -1.2649], [-3.9876, -0.0429, 5.5494], [-3.6465, 0.6367, 4.2148], [-3.9701, 1.9921, 3.9088], [-3.4671, 2.2545, 2.5602], [-3.2462, 3.6729, 2.2157], [-2.2475, 0.4029, 4.0967], [-3.3278, -0.8567, 5.8502], [-4.9892, -0.4726, 5.5382], [-4.1153, 0.6458, 6.3845], [-4.0939, -0.0568, 3.5027], [-3.5959, 2.6594, 4.6852], [-5.0200, 2.2818, 3.8637], [-4.2283, 4.0694, 1.9579], [-2.6315, 3.7055, 1.3162], [-2.7635, 4.1811, 3.0504], [-1.8959, 0.2016, 5.0218], [-1.7589, 1.1171, 3.5758]]}